Entry 1:
A 7-piece molecular cluster, C21H29F6O18 overall. Source: OMol25; level of theory: ωB97M-V/def2-TZVPD.

Structure (ORCA input):
```
! RIJCOSX wB97M-V def2-TZVPD def2/J DEFGRID3
* xyz -1 1
F -1.007 -0.652 0.176
C -3.564 -1.139 1.648
C -3.043 -2.492 1.335
O -4.341 -3.256 1.307
C -5.302 -2.485 1.371
O -6.456 -2.821 1.271
O -4.899 -1.236 1.435
F -2.281 -3.092 2.286
H -3.261 -0.176 1.379
H -3.569 -0.960 2.791
H -2.583 -2.749 0.361
C 0.114 -0.414 3.461
C 0.551 -1.721 2.870
O 0.095 -2.645 3.817
C -0.340 -2.049 4.847
O -0.539 -2.746 5.852
O -0.299 -0.805 4.736
F 1.834 -1.884 2.806
H -0.766 -0.025 2.838
H 0.956 0.336 3.404
H 0.188 -1.909 1.936
C 1.784 -3.726 -0.191
C 0.383 -3.596 -0.774
O -0.257 -4.638 -0.016
C 0.473 -4.799 1.017
O 0.099 -5.280 2.220
O 1.628 -4.463 0.933
F 0.443 -3.946 -2.120
H 2.194 -2.660 0.277
H 2.696 -4.160 -0.846
H -0.133 -2.615 -0.822
C -1.637 -0.814 -2.802
C -2.760 -0.515 -3.827
O -1.929 -0.648 -5.023
C -0.687 -1.040 -4.827
O 0.195 -1.323 -5.752
O -0.419 -1.101 -3.553
F -3.157 0.776 -3.609
H -1.716 -1.714 -2.450
H -1.187 -0.099 -2.027
H -3.639 -1.054 -3.763
C -2.395 2.708 -0.148
C -2.209 2.724 1.356
O -3.480 3.047 1.926
C -4.369 3.300 0.947
O -5.542 3.613 1.085
O -3.686 3.297 -0.292
F -1.367 3.731 1.579
H -2.484 1.588 -0.630
H -1.486 3.161 -0.558
H -1.739 1.828 1.692
C 5.171 4.222 -3.407
O 4.090 3.749 -2.640
C 3.244 2.789 -3.316
C 2.191 2.163 -2.291
O 2.712 1.971 -1.269
C 1.822 1.257 -0.297
C 2.659 1.044 0.886
O 2.882 2.308 1.703
C 3.770 2.032 2.811
H 5.375 5.331 -3.002
H 4.845 4.346 -4.638
H 5.915 3.788 -3.175
H 3.795 1.956 -3.782
H 2.687 3.141 -4.126
H 1.678 1.283 -2.724
H 1.486 3.002 -2.252
H 1.621 0.375 -0.677
H 0.780 1.588 -0.142
H 3.598 0.478 0.688
H 2.242 0.430 1.534
H 4.083 3.017 3.169
H 4.761 1.506 2.313
H 3.520 1.534 3.720
*
```

Summary:
ΔE to the lowest compared entry with this formula, charge and spin (kJ/mol): 373.3
HOMO (eV): -7.668



Entry 2:
A single C21H29FN2O2 molecule. Source: OMol25; level of theory: ωB97M-V/def2-TZVPD.

Structure (ORCA input):
```
! RIJCOSX wB97M-V def2-TZVPD def2/J DEFGRID3
* xyz 0 1
O -0.497 -0.365 0.173
C -1.107 0.633 -0.147
N -0.509 1.792 -0.490
C 0.924 1.989 -0.492
C 1.392 2.822 0.704
C 1.252 2.100 2.047
C 2.436 1.203 2.406
C 2.537 -0.108 1.606
C 3.089 -1.170 2.577
C 3.371 -0.429 3.887
C 2.379 0.727 3.861
C -2.637 0.690 -0.243
C -3.277 -0.435 0.580
C -4.333 -1.199 -0.221
C -3.682 -1.751 -1.471
O -3.722 -2.919 -1.802
N -3.027 -0.800 -2.178
C -2.189 -1.177 -3.302
C -0.748 -1.306 -2.879
C -0.331 -2.399 -2.129
C 0.978 -2.507 -1.699
C 1.902 -1.529 -2.023
C 1.512 -0.429 -2.767
C 0.194 -0.330 -3.166
F -0.187 0.775 -3.864
C -3.043 0.566 -1.727
H -1.077 2.603 -0.681
H 1.379 1.001 -0.473
H 1.199 2.494 -1.423
H 0.807 3.746 0.726
H 2.436 3.099 0.546
H 1.156 2.852 2.835
H 0.336 1.505 2.047
H 3.359 1.779 2.273
H 3.190 0.012 0.740
H 1.553 -0.410 1.250
H 2.342 -1.945 2.743
H 3.986 -1.652 2.189
H 3.250 -1.069 4.760
H 4.390 -0.037 3.890
H 2.630 1.517 4.570
H 1.376 0.363 4.087
H -2.968 1.671 0.114
H -3.720 -0.036 1.494
H -2.486 -1.135 0.865
H -4.729 -2.030 0.361
H -5.162 -0.541 -0.493
H -2.557 -2.146 -3.649
H -2.300 -0.436 -4.098
H -1.056 -3.158 -1.879
H 1.279 -3.356 -1.105
H 2.925 -1.615 -1.691
H 2.208 0.352 -3.032
H -4.055 0.978 -1.850
H -2.367 1.149 -2.356
*
```

Summary:
ΔE to the lowest compared entry with this formula, charge and spin (kJ/mol): 32.4
SMILES string: O=C(NCCCC1CCCC1)[C@@H]1CCC(=O)N(Cc2ccccc2F)C1
HOMO (eV): -8.987



Entry 3:
C21H29GeN2O2PtSb as an isolated structure. Source: OMol25; level of theory: ωB97M-V/def2-TZVPD.

Structure (ORCA input):
```
! RIJCOSX wB97M-V def2-TZVPD def2/J DEFGRID3
* xyz -2 1
Pt -1.205 -0.429 -0.529
O -2.656 0.045 -2.400
C -3.171 1.206 -2.344
C -4.510 1.414 -2.774
C -5.099 2.659 -2.812
C -4.406 3.777 -2.355
C -3.117 3.619 -1.888
C -2.460 2.381 -1.885
C -1.135 2.341 -1.377
N -0.323 1.304 -1.339
N 0.922 1.615 -0.903
C 1.770 0.620 -0.726
O 1.588 -0.608 -0.977
C 3.049 1.017 -0.103
C 4.014 0.032 0.132
C 5.165 0.314 0.832
C 5.388 1.599 1.314
C 4.449 2.596 1.059
C 3.291 2.312 0.368
H -5.058 0.536 -3.096
H -6.112 2.766 -3.195
H -4.875 4.756 -2.349
H -2.564 4.476 -1.514
H -0.737 3.284 -0.980
H 3.807 -0.963 -0.234
H 5.899 -0.461 1.020
H 6.277 1.823 1.891
H 4.627 3.602 1.426
H 2.540 3.070 0.203
C -0.484 -4.718 -2.252
Sb 0.128 -2.626 -1.794
C 0.994 -3.385 0.041
C 1.908 -2.850 -3.048
H 0.358 -5.401 -2.164
H -0.902 -4.811 -3.250
H -1.247 -5.013 -1.538
H 1.611 -4.264 -0.130
H 0.175 -3.636 0.710
H 1.587 -2.606 0.499
H 2.541 -3.665 -2.712
H 2.459 -1.920 -3.003
H 1.603 -3.032 -4.076
C -1.961 1.253 3.935
Ge -1.276 -0.294 2.796
C 0.622 0.146 2.417
C -1.188 -1.812 4.155
C -2.216 -0.674 1.156
H -1.396 1.340 4.858
H -3.011 1.136 4.190
H -1.850 2.181 3.383
H 1.253 0.313 3.290
H 0.657 1.036 1.795
H 1.055 -0.662 1.836
H -0.777 -1.467 5.103
H -0.547 -2.605 3.778
H -2.171 -2.233 4.350
H -3.281 -0.430 1.208
*
```

Summary:
HOMO (spin up / spin down) (eV): -0.112 / -0.041



Entry 4:
A single C21H29N3O4 molecule. Source: OMol25; level of theory: ωB97M-V/def2-TZVPD.

Structure (ORCA input):
```
! RIJCOSX wB97M-V def2-TZVPD def2/J DEFGRID3
* xyz 0 1
C -1.538 -4.283 -3.278
C -2.237 -3.000 -3.880
C -3.041 -2.469 -2.780
C -3.764 -1.101 -3.158
C -2.771 0.202 -3.691
C -3.558 1.461 -3.552
C -4.036 2.071 -2.083
C -2.666 2.192 -1.461
O -2.046 3.232 -1.385
N -2.466 1.185 -0.641
N -1.243 0.933 0.234
C -0.632 -0.124 0.569
O -1.300 -0.930 0.135
C 0.388 -0.105 1.426
C 1.043 -1.196 1.744
O 0.385 -2.352 1.650
C 2.100 -1.170 2.732
C 2.674 -2.546 2.963
C 3.772 -2.491 3.964
C 4.507 -1.218 4.181
C 3.867 -0.122 4.003
C 2.698 -0.110 3.063
N 2.084 1.131 2.768
C 2.710 2.647 2.948
C 3.916 2.678 2.007
C 4.493 4.210 2.605
C 1.214 1.085 1.613
O 0.553 2.311 1.368
H -0.961 -4.016 -2.458
H -2.345 -5.119 -2.865
H -0.789 -4.639 -4.143
H -1.429 -2.363 -4.310
H -2.901 -3.146 -4.599
H -2.273 -2.147 -1.878
H -3.638 -3.152 -2.334
H -4.353 -1.490 -4.007
H -4.292 -0.861 -2.135
H -2.555 -0.107 -4.582
H -2.110 0.228 -2.960
H -2.761 2.048 -4.083
H -4.559 1.320 -4.363
H -4.429 2.949 -2.341
H -4.665 1.414 -1.709
H -2.888 0.145 -0.447
H -1.007 2.075 0.459
H -0.469 -2.032 0.953
H 2.245 -3.469 2.929
H 4.264 -3.416 4.212
H 5.126 -1.261 5.022
H 4.467 0.877 3.958
H 3.055 2.508 4.033
H 1.910 3.002 2.855
H 3.501 2.871 1.022
H 4.682 2.188 2.069
H 3.693 4.994 2.451
H 4.932 4.008 3.448
H 5.444 4.469 1.739
*
```

Summary:
ΔE to the lowest compared entry with this formula, charge and spin (kJ/mol): 1910.3
SMILES string: CCCCCCCC(=O)NNC(=O)c1c(O)c2ccccc2n(CCC)c1=O
HOMO (eV): -8.756



Entry 5:
A single C21H29N3O4S molecule. Source: OMol25; level of theory: ωB97M-V/def2-TZVPD.

Structure (ORCA input):
```
! RIJCOSX wB97M-V def2-TZVPD def2/J DEFGRID3
* xyz 0 1
C -4.301 -3.644 -0.964
C -3.362 -3.280 0.179
O -3.337 -1.877 0.415
C -2.518 -1.150 -0.368
O -1.871 -1.634 -1.269
C -2.542 0.272 -0.031
C -3.615 1.010 0.431
C -4.993 0.574 0.771
N -3.268 2.327 0.509
C -4.148 3.386 0.914
C -1.965 2.476 0.102
C -1.185 3.614 -0.022
C 0.116 3.475 -0.468
C 0.648 2.217 -0.749
O 1.943 1.989 -1.150
C 2.837 3.075 -1.198
C -0.132 1.062 -0.616
N 0.478 -0.175 -0.856
C 0.444 -1.232 -0.002
O -0.162 -1.228 1.049
C 1.278 -2.413 -0.460
C 2.461 -2.662 0.503
N 3.494 -1.656 0.554
C 4.170 -1.402 -0.701
C 5.555 -0.826 -0.443
S 5.431 0.810 0.337
C 4.405 0.267 1.736
C 3.145 -0.423 1.233
C -1.465 1.194 -0.230
H -5.307 -3.285 -0.757
H -4.328 -4.723 -1.086
H -3.947 -3.192 -1.888
H -2.346 -3.617 -0.048
H -3.697 -3.721 1.120
H -5.188 0.725 1.833
H -5.729 1.146 0.206
H -5.108 -0.481 0.552
H -4.686 3.106 1.821
H -3.565 4.281 1.118
H -4.878 3.614 0.131
H -1.565 4.596 0.215
H 0.727 4.356 -0.575
H 2.558 3.790 -1.978
H 2.896 3.588 -0.234
H 3.811 2.644 -1.427
H 1.147 -0.181 -1.612
H 0.639 -3.296 -0.434
H 1.634 -2.274 -1.481
H 2.060 -2.775 1.513
H 2.943 -3.604 0.219
H 4.279 -2.350 -1.236
H 3.614 -0.696 -1.343
H 6.103 -0.685 -1.373
H 6.122 -1.474 0.227
H 4.161 1.161 2.306
H 5.004 -0.411 2.345
H 2.505 -0.662 2.085
H 2.602 0.277 0.580
*
```

Summary:
ΔE to the lowest compared entry with this formula, charge and spin (kJ/mol): 107.9
SMILES string: CCOC(=O)c1c(C)n(C)c2ccc(OC)c(NC(=O)CCN3CCSCC3)c12
HOMO (eV): -7.512



Entry 6:
A single C21H29N7O3S molecule. Source: OMol25; level of theory: ωB97M-V/def2-TZVPD.

Structure (ORCA input):
```
! RIJCOSX wB97M-V def2-TZVPD def2/J DEFGRID3
* xyz 0 1
C 2.446 -2.902 -0.431
N 1.755 -1.917 -1.250
C 2.706 -0.986 -1.829
C 0.976 -2.534 -2.315
C -0.167 -3.422 -1.815
N -1.092 -2.701 -0.974
C -1.060 -2.813 0.367
O -0.331 -3.558 0.986
C -2.023 -1.893 1.042
O -3.341 -2.070 0.877
N -4.011 -1.117 1.555
C -3.133 -0.355 2.144
C -3.514 0.869 2.872
S -2.650 2.336 2.165
C -2.289 1.770 0.557
N -3.081 1.060 -0.199
C -2.356 0.798 -1.328
C -2.688 0.056 -2.457
C -1.748 -0.026 -3.465
C -0.509 0.611 -3.367
C -0.155 1.338 -2.246
C -1.081 1.412 -1.221
N -1.071 2.029 0.001
C -1.807 -0.814 1.859
C -0.554 -0.220 2.373
O -0.495 0.271 3.486
N 0.489 -0.218 1.512
C 1.775 0.298 1.915
C 2.187 1.574 1.172
N 1.271 2.702 1.312
C 1.782 3.844 0.569
C 1.016 3.068 2.699
H 1.727 -3.458 0.164
H 3.042 -3.601 -1.035
H 3.117 -2.383 0.251
H 3.272 -0.509 -1.031
H 3.417 -1.480 -2.509
H 2.168 -0.222 -2.387
H 1.615 -3.148 -2.975
H 0.547 -1.723 -2.910
H -0.705 -3.816 -2.682
H 0.216 -4.257 -1.226
H -1.677 -1.999 -1.406
H -4.589 1.024 2.810
H -3.176 0.837 3.908
H -3.655 -0.415 -2.537
H -1.977 -0.586 -4.360
H 0.182 0.542 -4.196
H 0.799 1.840 -2.176
H -0.247 2.405 0.500
H 0.438 -0.687 0.619
H 2.541 -0.460 1.725
H 1.723 0.478 2.990
H 2.252 1.349 0.103
H 3.196 1.846 1.527
H 1.920 3.570 -0.477
H 2.743 4.201 0.964
H 1.060 4.657 0.623
H 0.491 2.263 3.206
H 0.372 3.946 2.714
H 1.942 3.299 3.240
*
```

Summary:
ΔE to the lowest compared entry with this formula, charge and spin (kJ/mol): 203.0
SMILES string: CN(C)CCNC(=O)c1onc(CSc2nc3ccccc3[nH]2)c1C(=O)NCCN(C)C
HOMO (eV): -8.259



Entry 7:
C21H29N7O7P2S2Zr as an isolated structure. Source: OMol25; level of theory: ωB97M-V/def2-TZVPD.

Structure (ORCA input):
```
! RIJCOSX wB97M-V def2-TZVPD def2/J DEFGRID3
* xyz 0 1
Zr -0.920 1.727 0.694
C 0.612 -3.152 2.383
N 1.201 -1.942 1.814
C 2.066 -1.198 2.738
P 0.709 -1.232 0.446
O 0.704 0.267 0.510
O -0.779 -1.831 0.258
P -2.015 -1.188 -0.554
O -1.850 0.288 -0.682
N -1.933 -1.835 -2.058
C -2.101 -0.995 -3.247
C -2.369 -3.217 -2.214
N -3.306 -1.711 0.292
C -3.188 -2.622 1.431
C -4.429 -0.767 0.389
N 1.619 -1.680 -0.839
C 1.475 -0.954 -2.104
C 1.938 -3.093 -1.006
H 1.413 -3.825 2.697
H 0.002 -3.663 1.643
H -0.010 -2.891 3.240
H 2.928 -1.812 3.003
H 1.507 -0.935 3.639
H 2.415 -0.280 2.271
H -1.705 -0.001 -3.059
H -3.150 -0.913 -3.542
H -1.543 -1.444 -4.071
H -2.084 -3.807 -1.342
H -1.879 -3.649 -3.087
H -3.453 -3.292 -2.343
H -2.480 -3.418 1.205
H -4.164 -3.078 1.597
H -2.863 -2.097 2.332
H -4.458 -0.117 -0.485
H -4.324 -0.142 1.279
H -5.359 -1.332 0.433
H 1.158 0.073 -1.921
H 0.735 -1.437 -2.749
H 2.438 -0.945 -2.615
H 2.157 -3.544 -0.039
H 2.824 -3.183 -1.635
H 1.119 -3.642 -1.485
O 0.354 1.470 4.421
C -0.411 1.449 3.494
O -0.618 2.406 2.621
C -1.218 0.164 3.113
O -1.213 -0.840 3.789
O -1.802 0.297 1.956
S -2.951 3.170 0.371
C -3.163 2.984 -1.356
C -4.511 3.038 -1.820
N -5.609 3.081 -2.161
C -2.144 2.772 -2.235
S -0.475 2.667 -1.773
C -2.430 2.598 -3.623
N -2.604 2.418 -4.747
N 1.055 3.123 0.674
C 2.186 3.280 0.580
C 3.593 3.476 0.459
C 4.132 4.757 0.567
C 5.501 4.919 0.443
C 6.316 3.820 0.215
C 5.772 2.547 0.107
C 4.406 2.366 0.228
H 3.484 5.603 0.745
H 5.932 5.907 0.526
H 7.385 3.956 0.120
H 6.414 1.696 -0.072
H 3.961 1.383 0.145
*
```

Summary:
ΔE to the lowest compared entry with this formula, charge and spin (kJ/mol): 25.7
HOMO (eV): -7.637



Question: Which formula does entry 2 have?
Answer: C21H29FN2O2



Copy entry 6 word for word.
A single C21H29N7O3S molecule. Source: OMol25; level of theory: ωB97M-V/def2-TZVPD.

Structure (ORCA input):
```
! RIJCOSX wB97M-V def2-TZVPD def2/J DEFGRID3
* xyz 0 1
C 2.446 -2.902 -0.431
N 1.755 -1.917 -1.250
C 2.706 -0.986 -1.829
C 0.976 -2.534 -2.315
C -0.167 -3.422 -1.815
N -1.092 -2.701 -0.974
C -1.060 -2.813 0.367
O -0.331 -3.558 0.986
C -2.023 -1.893 1.042
O -3.341 -2.070 0.877
N -4.011 -1.117 1.555
C -3.133 -0.355 2.144
C -3.514 0.869 2.872
S -2.650 2.336 2.165
C -2.289 1.770 0.557
N -3.081 1.060 -0.199
C -2.356 0.798 -1.328
C -2.688 0.056 -2.457
C -1.748 -0.026 -3.465
C -0.509 0.611 -3.367
C -0.155 1.338 -2.246
C -1.081 1.412 -1.221
N -1.071 2.029 0.001
C -1.807 -0.814 1.859
C -0.554 -0.220 2.373
O -0.495 0.271 3.486
N 0.489 -0.218 1.512
C 1.775 0.298 1.915
C 2.187 1.574 1.172
N 1.271 2.702 1.312
C 1.782 3.844 0.569
C 1.016 3.068 2.699
H 1.727 -3.458 0.164
H 3.042 -3.601 -1.035
H 3.117 -2.383 0.251
H 3.272 -0.509 -1.031
H 3.417 -1.480 -2.509
H 2.168 -0.222 -2.387
H 1.615 -3.148 -2.975
H 0.547 -1.723 -2.910
H -0.705 -3.816 -2.682
H 0.216 -4.257 -1.226
H -1.677 -1.999 -1.406
H -4.589 1.024 2.810
H -3.176 0.837 3.908
H -3.655 -0.415 -2.537
H -1.977 -0.586 -4.360
H 0.182 0.542 -4.196
H 0.799 1.840 -2.176
H -0.247 2.405 0.500
H 0.438 -0.687 0.619
H 2.541 -0.460 1.725
H 1.723 0.478 2.990
H 2.252 1.349 0.103
H 3.196 1.846 1.527
H 1.920 3.570 -0.477
H 2.743 4.201 0.964
H 1.060 4.657 0.623
H 0.491 2.263 3.206
H 0.372 3.946 2.714
H 1.942 3.299 3.240
*
```

Summary:
ΔE to the lowest compared entry with this formula, charge and spin (kJ/mol): 203.0
SMILES string: CN(C)CCNC(=O)c1onc(CSc2nc3ccccc3[nH]2)c1C(=O)NCCN(C)C
HOMO (eV): -8.259